1.
109
Properties=species:S:1:pos:R:3 method="wB97M-V/def2-TZVPD" e_tot_ev=-125498.7421 orbital_gap_ev=7.67 de_lowest_kj_mol=94.8 max_force_ev_per_a=1.0 charge=+2
Ti -0.37273 0.81716 2.71590
C -1.42038 1.94390 -3.73563
C -0.41795 1.56187 -2.69435
C 0.92720 1.74011 -2.89057
C 1.83954 1.36259 -1.89178
N 1.42103 0.78978 -0.78592
N 0.11698 0.59669 -0.59229
B -0.11446 -0.23949 0.76673
N -1.17219 -1.33951 0.44111
N -1.11413 -1.85163 -0.80475
C -2.06633 -2.65522 -1.18987
C -3.10540 -3.04106 -0.30253
C -3.17276 -2.52448 0.95076
C -4.26136 -2.86527 1.91431
C -2.16231 -1.57936 1.29378
S -2.25156 -0.71061 2.78708
C -2.07685 -3.12846 -2.62857
C -1.95615 -4.65824 -2.65334
C -0.92915 -2.50352 -3.41336
C -3.40920 -2.70235 -3.26282
N 1.28636 -0.93830 1.06172
N 1.58040 -1.93609 0.23428
C 2.68151 -2.62276 0.42951
C 3.48326 -2.37490 1.56264
C 3.23673 -1.28868 2.35564
C 4.10571 -0.93577 3.52052
C 2.12856 -0.47750 1.99546
S 1.94526 1.15508 2.60829
C 2.97392 -3.70007 -0.60315
C 4.32499 -4.37277 -0.35909
C 2.98781 -3.04992 -1.99014
C 1.84782 -4.73591 -0.51817
C -0.81260 1.00904 -1.45064
S -2.53723 0.90523 -1.06368
C 3.33288 1.56463 -2.05211
C 3.60535 3.06884 -2.17876
C 4.09322 1.00634 -0.85142
C 3.78203 0.83596 -3.32672
H -0.90991 2.27096 -4.63831
H -2.06895 1.10508 -3.98465
H -2.06463 2.74776 -3.37857
H 1.28620 2.17997 -3.80963
H -3.86713 -3.72667 -0.64323
H -4.97640 -3.54249 1.45504
H -3.84873 -3.34116 2.80451
H -4.78559 -1.96983 2.24523
H -1.08603 -5.00247 -2.09629
H -2.83871 -5.14206 -2.23566
H -1.85331 -4.99954 -3.68125
H 0.03110 -2.69125 -2.94073
H -0.91172 -2.92790 -4.41478
H -1.05046 -1.42318 -3.50661
H -4.26270 -3.22484 -2.83521
H -3.57263 -1.62985 -3.15422
H -3.39368 -2.93075 -4.32756
H 4.32330 -3.01603 1.77891
H 5.01244 -1.53365 3.51620
H 4.37902 0.11802 3.51022
H 3.57412 -1.12120 4.45637
H 5.13347 -3.64638 -0.27891
H 4.32336 -4.99488 0.53528
H 4.55611 -5.02292 -1.20141
H 3.86846 -2.41905 -2.11606
H 3.02206 -3.82553 -2.75321
H 2.10174 -2.44081 -2.15064
H 1.77099 -5.16334 0.48122
H 0.89407 -4.27330 -0.76876
H 2.03661 -5.54821 -1.21754
H 3.28024 3.60330 -1.28691
H 4.67457 3.23625 -2.29867
H 3.10898 3.50712 -3.04303
H 3.80519 1.50197 0.07572
H 3.91991 -0.06345 -0.73117
H 5.15898 1.16373 -1.00848
H 3.36474 1.28529 -4.22687
H 4.86594 0.88632 -3.41282
H 3.49312 -0.21499 -3.30179
S -1.88827 3.91917 5.27339
C -2.04647 4.68428 3.75840
C -1.57041 3.91651 2.73938
C -1.05492 2.65951 3.17066
C -1.15956 2.54817 4.56011
C -0.69920 1.42320 5.40716
C -0.69848 1.46230 6.79863
C -0.23567 0.36644 7.50013
C 0.21204 -0.75710 6.80930
C 0.17500 -0.73413 5.43338
N -0.26157 0.33024 4.75316
H -2.48349 5.66583 3.70135
H -1.57936 4.25859 1.71635
H -1.04973 2.34130 7.31914
H -0.22512 0.38538 8.58092
H 0.57316 -1.62976 7.32941
H 0.48701 -1.58799 4.83595
C -2.66132 2.35823 0.04735
C -2.86818 3.64756 -0.68518
C -1.77235 4.33984 -1.19778
C -1.94381 5.52310 -1.89041
C -3.23089 6.02685 -2.07382
C -4.33090 5.34895 -1.56092
C -4.14513 4.16405 -0.86762
C -3.41626 7.25978 -2.78865
N -3.56253 8.24363 -3.35594
H -1.73867 2.39270 0.63841
H -3.47607 2.13167 0.73518
H -0.76796 3.95616 -1.04695
H -1.09519 6.06521 -2.28240
H -5.32353 5.75177 -1.70366
H -5.00414 3.64322 -0.46825

=====

2.
16
Properties=species:S:1:pos:R:3 method="wB97M-V/def2-TZVPD" e_tot_ev=-4342.3079 orbital_gap_ev=12.94 smiles=CC.CC de_lowest_kj_mol=21.3 max_force_ev_per_a=1.2
C -1.87479 -1.23789 0.14586
C -1.07500 -1.87206 -1.04468
H -1.85158 -0.16388 0.00539
H -2.89863 -1.57251 0.10296
H -1.44320 -1.46354 1.12298
H -1.72563 -2.56893 -1.56383
H -0.16251 -2.38450 -0.74104
H -0.80735 -1.07379 -1.73745
C 1.78605 1.78478 -0.19202
C 1.21698 1.30245 1.15193
H 2.43674 2.64740 -0.09583
H 2.31306 0.95421 -0.66826
H 0.98107 2.03983 -0.88658
H 2.00544 0.89497 1.78198
H 0.39879 0.60285 0.95692
H 0.70058 2.11060 1.66166

=====

3.
73
Properties=species:S:1:pos:R:3 method="wB97M-V/def2-TZVPD" e_tot_ev=-81227.5397 orbital_gap_ev=9.72 de_lowest_kj_mol=168.2 max_force_ev_per_a=6.0 charge=+2
Ca -0.35298 -2.34636 -1.92607
C 3.28595 -0.86406 -4.14269
C 4.14077 -0.14398 -3.02405
N 3.64031 1.21485 -2.78186
C 3.79746 2.23045 -3.67707
C 3.32687 3.40642 -3.17442
N 2.70034 3.04582 -2.01205
C 2.92333 1.69719 -1.72459
C 2.02612 3.91826 -1.07250
H 2.23136 -0.61940 -4.01588
H 3.44299 -1.94253 -4.12427
H 3.59992 -0.61608 -5.15661
H 5.11982 -0.08431 -3.49945
H 4.19943 -0.76517 -2.13030
H 4.23420 2.05054 -4.64830
H 3.25731 4.42541 -3.52545
H 2.58395 1.12690 -0.87254
H 1.64327 3.35602 -0.22079
H 1.13665 4.28179 -1.58707
H 2.58406 4.83154 -0.86578
C -1.66607 -3.58089 5.62213
C -1.54226 -2.46371 4.65843
N -0.18003 -2.18602 4.24951
C 0.75951 -1.67041 5.06717
C 1.91047 -1.60357 4.27863
N 1.66293 -1.98067 3.03857
C 0.34367 -2.33407 2.98481
C 2.59282 -2.13483 1.98300
H -2.68964 -3.88180 5.84542
H -1.41288 -3.28336 6.63971
H -1.03418 -4.45374 5.45797
H -1.96723 -1.52816 5.02209
H -2.08062 -2.71881 3.74564
H 0.55936 -1.56377 6.12309
H 2.86316 -1.14584 4.50060
H -0.09493 -2.60129 2.03475
H 2.30250 -2.95513 1.32655
H 3.62429 -2.17452 2.33313
H 2.45768 -1.20642 1.42813
C -3.03704 2.66255 -2.17066
C -2.47351 3.13547 -0.82765
N -3.34417 2.84315 0.31835
C -4.37032 3.56466 0.78423
C -4.86893 2.89445 1.91631
N -4.18967 1.67956 2.06519
C -3.24870 1.66136 1.03466
C -4.35261 0.74539 3.11942
H -3.03828 1.57935 -2.29217
H -2.46705 3.00446 -3.03454
H -4.03052 3.05086 -2.39500
H -2.17685 4.18407 -0.80488
H -1.54269 2.57956 -0.71516
H -4.58862 4.52654 0.34431
H -5.62947 3.05066 2.66703
H -2.50738 0.89018 0.88591
H -3.56961 1.07056 3.80444
H -4.33858 -0.28576 2.76637
H -5.33494 0.86303 3.57691
B 0.18899 -0.08432 -0.65764
F 0.97811 -0.21716 -1.74496
F 0.45156 -1.25406 0.02010
F 0.39734 1.01684 0.09556
F -1.11994 -0.11041 -1.09322
B 2.06891 -3.63416 -1.73101
F 2.94293 -2.78098 -1.10593
F 2.69641 -4.87805 -1.99275
F 1.04347 -3.86806 -0.85601
F 1.55020 -3.05965 -2.86154
B -1.61492 -1.49836 -4.26435
F -2.20512 -0.35762 -4.67515
F -0.31562 -1.22812 -3.96284
F -2.22004 -1.94234 -3.14737
F -1.66292 -2.54025 -5.22360

=====

4.
23
Properties=species:S:1:pos:R:3 method="wB97M-V/def2-TZVPD" e_tot_ev=-18778.2046 orbital_gap_ev="8.01 / 3.89" de_lowest_kj_mol=371.6 spin_multiplicity=2 max_force_ev_per_a=5.8 charge=+1
C -1.88154 0.72655 0.81622
C -2.30135 -0.00638 -0.51393
S -4.14554 0.10792 -0.39073
C -0.48243 0.49054 1.31666
N 0.52263 0.82326 0.23373
C 2.70309 0.58270 -0.74308
C 1.56502 -0.13643 -0.04307
C 1.03798 -1.42256 -0.75256
H -2.47374 0.40996 1.69005
H -2.02323 1.82252 0.65595
H -1.87692 0.64539 -1.27627
H -1.63597 -0.87916 -0.47572
H -3.44956 -1.58442 0.06755
H -0.26144 -0.56029 1.37346
H -0.31075 0.94910 2.30386
H 1.02134 1.64776 0.47249
H 3.01722 1.41610 -0.10640
H 2.44470 0.94115 -1.74767
H 3.60052 -0.05163 -0.80585
H 2.15564 -0.45109 0.88774
H 1.62738 -2.36116 -0.60686
H 0.02937 -1.79559 -0.50671
H 1.11756 -1.31425 -1.84886

=====

5.
14
Properties=species:S:1:pos:R:3 method="wB97M-V/def2-TZVPD" e_tot_ev=-7696.2717 orbital_gap_ev="8.27 / 9.87" de_lowest_kj_mol=869.0 max_force_ev_per_a=3.2 charge=+1
C 0.67729 1.18618 -0.13071
C -0.60558 1.91446 -0.38603
C -0.88286 -0.67753 -0.76779
N -1.15778 -0.58373 0.59391
N 0.91736 -2.26611 1.75967
N -0.57492 0.51152 -0.07539
H 1.19462 0.95023 -0.96363
H 1.25881 1.40262 0.74101
H -0.91428 2.43449 0.48433
H -0.69730 2.21047 -1.44404
H -0.05677 -1.30979 -1.10659
H -1.65584 -0.67198 -1.54199
H 1.72914 -1.85132 1.29564
H 0.76810 -3.24951 1.54161

=====

6.
9
Properties=species:S:1:pos:R:3 method="wB97M-V/def2-TZVPD" e_tot_ev=-17971.1869 orbital_gap_ev=8.89 de_lowest_kj_mol=381.9 max_force_ev_per_a=3.3
N 0.40596 0.11136 0.25468
N 0.26670 1.15716 -0.46767
O -1.13473 -2.14702 0.01806
O 1.09667 -2.13642 1.06619
S 0.39771 -1.86692 -0.32226
H 0.96227 1.47932 -1.22295
H -0.59390 1.47276 -0.79300
H -1.33393 -1.30886 0.40012
H 1.19066 -1.20103 1.62374